Here is a molecular structure, C64H50IrN5OP3SSe4Si at a distorted geometry from the OMol25 dataset. Energies are from ωB97M-V/def2-TZVPD.

Results
* electronic energy: -14239.863895 a.u.
* maximum force: 1.09 eV Å⁻¹
* orbital gap (spin up / spin down): 6.86 / 6.37 eV
* LUMO level (spin up / spin down): -0.033 / -1.468 eV
* spin multiplicity: 2
* energy relative to the best compared isomer or geometry (same formula, charge and spin): 38.7 kJ/mol

Each line ends with the Mulliken spin population.
Atoms and positions in Å:
H: -2.888 5.785 -0.450  0.003
H: 1.317 -3.916 7.122  0.000
C: -3.907 -1.302 -2.769  0.007
H: 4.277 -0.015 -6.767  0.000
H: -6.950 -4.057 2.108  0.000
C: 2.763 1.342 1.747  0.008
C: 5.406 -1.266 2.560  0.000
P: -1.369 -4.396 3.057  0.000
C: 0.794 4.362 -3.640  -0.015
H: 0.624 1.227 -4.889  -0.002
H: 1.217 -4.734 -1.086  0.000
H: -1.363 6.434 1.199  0.003
C: -2.210 -6.512 -1.138  0.000
H: -3.117 -1.851 0.971  0.000
H: 4.988 -2.068 -5.586  0.000
N: -0.348 -1.875 3.275  0.004
C: -0.909 -4.512 -0.880  -0.003
Se: -0.446 1.911 1.500  0.103
C: 3.412 0.876 -5.018  0.000
S: 4.160 1.251 2.717  -0.002
P: -0.811 -2.744 -0.590  0.001
C: -0.763 -2.824 2.407  0.000
H: -2.998 2.472 2.264  0.002
H: 4.110 2.181 -0.365  0.000
C: 3.125 0.751 -3.657  -0.002
H: 0.330 8.192 1.346  0.000
C: 0.609 7.214 0.972  -0.012
C: -5.885 -4.125 2.286  0.000
N: 2.450 0.277 1.071  0.000
C: -5.292 4.911 1.760  0.011
H: -1.518 4.725 -6.088  -0.001
C: -1.581 1.423 -1.668  0.020
C: 3.375 -0.749 1.313  0.000
C: -4.549 -1.132 -0.455  -0.002
H: -5.724 -6.105 1.481  0.000
H: -3.272 -6.260 1.901  0.000
C: -0.792 4.245 -5.443  0.002
C: 0.118 -4.081 5.361  0.000
H: 3.358 -0.520 -1.946  -0.001
C: 0.187 -6.600 -1.333  0.001
N: -0.022 -1.091 1.303  0.002
Se: 0.821 -1.865 -1.700  0.021
H: 6.751 5.465 -1.110  0.000
C: 5.901 4.860 -1.398  0.000
C: 5.504 3.790 -0.605  0.000
H: -0.353 6.034 -4.339  0.001
C: -2.147 -5.147 -0.913  0.000
C: -0.551 -2.322 1.124  -0.003
H: 4.359 -3.915 0.731  0.000
H: 3.289 5.492 -0.168  0.001
C: -3.156 -4.305 2.750  0.000
C: -0.511 2.896 -5.592  0.006
N: 0.093 -0.848 2.598  -0.005
C: 5.209 5.142 -2.568  0.000
H: 6.190 -0.962 3.241  0.000
H: -1.100 -8.305 -1.511  0.000
C: -0.355 6.221 0.872  0.017
H: -3.171 -7.009 -1.160  0.000
C: -2.418 -2.065 -1.047  0.001
H: -2.876 -4.491 7.763  0.000
H: 1.303 4.956 -2.888  -0.001
Ir: 0.690 0.267 -0.064  0.024
C: -5.197 -5.277 1.937  0.000
C: -4.627 5.639 0.782  -0.004
H: 1.578 3.732 -0.376  0.017
C: -0.759 -4.193 7.595  0.000
H: -5.226 3.187 3.033  0.000
H: 3.601 4.587 -3.863  0.000
C: 3.363 -2.036 0.778  -0.001
C: 0.318 -4.050 6.728  0.000
C: 3.706 3.281 -2.158  -0.002
C: 0.259 -5.239 -1.099  0.001
C: -5.211 -3.057 2.868  0.000
C: 4.073 -0.130 -5.709  0.000
H: 1.093 -7.167 -1.499  0.000
H: 2.578 -2.332 0.100  0.002
H: 3.107 1.770 -5.552  0.000
C: 2.270 5.701 0.127  -0.019
C: -1.169 -4.243 4.850  0.000
O: 1.698 1.525 -1.289  -0.033
C: -2.754 4.122 0.914  0.033
H: -1.020 2.316 -6.353  -0.003
N: -0.995 0.592 -1.116  0.004
H: 2.669 7.735 0.687  0.002
Si: 2.310 2.114 -2.643  0.021
H: -5.263 -0.837 0.303  0.001
C: 1.310 4.708 0.016  0.065
H: -6.270 5.225 2.100  0.001
H: -3.315 -2.314 3.548  0.000
C: 5.383 -2.532 2.019  0.000
C: -0.141 4.979 -4.461  0.001
C: 1.920 6.958 0.603  0.027
C: -2.244 -4.395 5.717  0.000
P: -1.169 3.563 0.228  0.270
H: 2.187 2.254 1.696  0.003
H: -1.965 -2.129 -3.147  0.000
H: -5.094 6.511 0.342  0.000
H: -5.758 -0.457 -2.089  0.000
C: 4.207 -1.425 -3.693  0.000
H: -5.748 -2.157 3.139  0.000
C: -3.342 -1.704 -0.076  -0.001
C: 4.128 4.354 -2.944  -0.001
C: -3.372 5.242 0.353  -0.006
C: 4.389 -0.384 2.203  0.001
C: -2.036 -4.370 7.091  0.000
H: 0.957 -3.985 4.685  0.000
C: 4.364 -2.912 1.137  0.000
C: -1.046 -7.237 -1.344  0.000
C: -2.702 -1.869 -2.397  -0.003
Se: -2.487 2.890 -2.139  0.388
H: -3.057 -4.579 -0.763  0.000
C: -4.703 3.771 2.287  -0.007
C: -3.830 -5.371 2.171  0.000
C: -3.848 -3.144 3.097  0.000
H: -4.124 -1.133 -3.815  -0.001
C: -0.010 4.959 0.395  0.025
H: -0.598 -4.172 8.665  0.000
H: -3.244 -4.539 5.330  0.000
C: 1.093 3.003 -3.770  0.007
C: 0.413 2.284 -4.758  0.007
C: 3.545 -0.413 -3.010  0.002
H: 6.160 -3.239 2.277  0.000
C: -3.445 3.371 1.861  0.017
H: 5.512 5.977 -3.187  0.000
C: -4.827 -0.924 -1.796  -0.001
C: 4.418 3.014 -0.986  -0.001
C: 4.470 -1.285 -5.048  0.000
H: 4.520 -2.318 -3.166  0.000
H: 6.039 3.564 0.310  0.000
Se: -0.419 -6.114 2.309  0.000